# 1
Density functional theory data (ωB97M-V/def2-TZVPD) for a 2-piece molecular cluster, C10H10N2O2 overall.

Structure (XYZ):
```
24
Properties=species:S:1:pos:R:3
O 1.698 -3.370 5.127
C 2.091 -2.762 4.171
C 3.224 -1.795 4.073
C 3.354 -0.906 3.096
N 2.689 -0.876 1.936
C 1.863 -1.968 1.655
O 1.468 -2.100 0.502
N 1.349 -2.484 2.860
H 3.873 -1.714 4.963
H 4.251 -0.307 3.098
H 2.770 -0.102 1.148
H 0.652 -3.128 2.428
C -1.775 1.788 -4.091
C -2.868 2.554 -3.933
C -3.412 2.625 -2.741
C -3.048 1.925 -1.707
C -2.001 1.000 -1.806
C -1.214 1.009 -2.930
H -1.744 1.538 -5.307
H -3.311 3.013 -4.887
H -4.322 3.382 -2.624
H -3.523 1.997 -0.808
H -1.742 0.330 -0.963
H -0.322 0.349 -3.262
```

Summary:
SMILES = O=c1cc[nH]c(=O)[nH]1.c1ccccc1
Spin multiplicity = 1
LUMO energy = 0.333 eV
ΔE to the lowest compared entry with this formula, charge and spin = 360.2 kJ/mol
Energy = -17604.8081 eV
HOMO energy = -9.233 eV
Orbital gap = 9.57 eV


# 2
Density functional theory data (ωB97M-V/def2-TZVPD) for C3H8CsO3S as an isolated structure.

Structure (XYZ):
```
16
Properties=species:S:1:pos:R:3
Cs -2.279 3.250 -2.261
O -0.982 1.170 -0.689
S -0.788 -0.240 -0.458
O -0.220 -1.016 -1.506
O 0.049 -0.407 0.828
C 1.496 -0.523 0.698
C 2.161 0.765 0.299
C -2.285 -0.926 0.121
H 1.719 -1.324 -0.006
H 1.806 -0.845 1.689
H 3.236 0.596 0.244
H 1.965 1.551 1.026
H 1.826 1.092 -0.687
H -2.232 -1.999 -0.028
H -3.095 -0.472 -0.443
H -2.377 -0.671 1.174
```

Summary:
Spin multiplicity = 1
LUMO energy = -3.521 eV
ΔE to the lowest compared entry with this formula, charge and spin = 4.3 kJ/mol
Energy = -20761.0861 eV
Total charge = +1
HOMO energy = -14.269 eV
Orbital gap = 10.75 eV


# 3
Density functional theory data (ωB97M-V/def2-TZVPD) for the molecule C6H10O.

Structure (XYZ):
```
17
Properties=species:S:1:pos:R:3
C 2.199 0.176 0.141
C 0.737 -0.130 0.060
C 0.093 -1.213 0.496
C -1.381 -1.190 0.175
C -1.614 0.259 -0.303
C -0.216 0.834 -0.621
O -0.039 2.183 -0.220
H 2.371 1.158 0.595
H 2.640 0.217 -0.862
H 2.738 -0.578 0.721
H 0.569 -2.055 0.994
H -2.008 -1.453 1.036
H -1.618 -1.916 -0.615
H -2.297 0.325 -1.155
H -2.050 0.857 0.508
H -0.026 0.856 -1.703
H -0.147 2.208 0.741
```

Summary:
SMILES = CC1=CCC[C@H]1O
Spin multiplicity = 1
LUMO energy = 1.027 eV
ΔE to the lowest compared entry with this formula, charge and spin = 1.0 kJ/mol
Energy = -8431.2304 eV
HOMO energy = -9.148 eV
Orbital gap = 10.18 eV


# 4
Density functional theory data (ωB97M-V/def2-TZVPD) for the molecule C3H7NO2.

Structure (XYZ):
```
13
Properties=species:S:1:pos:R:3
N 0.202 1.680 0.111
C 0.524 0.831 -0.953
O 0.888 1.266 -2.025
C 0.317 -0.651 -0.704
C -0.862 -0.990 0.211
O -0.634 -0.605 1.553
H 0.631 1.428 0.993
H 0.365 2.651 -0.125
H 1.233 -1.076 -0.273
H 0.194 -1.099 -1.695
H -1.789 -0.533 -0.165
H -1.003 -2.075 0.224
H -0.792 0.344 1.578
```

Summary:
SMILES = NC(=O)CCO
Spin multiplicity = 1
LUMO energy = 0.788 eV
ΔE to the lowest compared entry with this formula, charge and spin = 71.6 kJ/mol
Energy = -8809.7864 eV
HOMO energy = -10.057 eV
Orbital gap = 10.84 eV


# 5
Density functional theory data (ωB97M-V/def2-TZVPD) for a 10-piece molecular cluster, C34H86Cl4N6O12 overall.

Structure (XYZ):
```
142
Properties=species:S:1:pos:R:3
C -1.557 4.247 0.476
C -1.407 2.813 0.991
C -2.360 2.487 2.194
O -2.380 3.604 3.127
C -3.252 3.506 4.207
N -1.606 2.006 -0.193
H -1.257 4.998 1.208
H -2.593 4.368 0.159
H -0.961 4.348 -0.431
H -0.406 2.750 1.418
H -2.022 1.646 2.799
H -3.376 2.282 1.857
H -4.326 3.565 4.028
H -3.012 4.318 4.892
H -2.895 2.659 4.793
H -2.606 1.905 -0.288
H -1.305 2.548 -0.991
C -4.331 -0.843 1.384
C -5.476 -1.098 2.358
C -5.692 0.130 3.291
O -6.673 -0.231 4.241
C -7.246 0.932 4.831
N -6.638 -1.415 1.496
H -4.410 0.004 0.703
H -4.121 -1.759 0.832
H -3.478 -0.541 1.993
H -5.317 -1.984 2.973
H -6.128 0.948 2.718
H -4.789 0.538 3.744
H -7.596 1.683 4.122
H -6.470 1.272 5.516
H -8.129 0.620 5.389
H -7.459 -1.587 2.059
H -6.822 -0.544 1.020
C 6.360 -0.905 -0.770
C 5.291 0.168 -0.691
C 3.923 -0.249 -0.025
O 4.156 -0.561 1.409
C 2.958 -1.274 1.959
N 5.949 1.243 0.072
H 6.513 -1.213 0.264
H 7.280 -0.587 -1.260
H 6.116 -1.793 -1.352
H 5.031 0.497 -1.696
H 3.511 -1.043 -0.648
H 3.210 0.570 -0.115
H 3.133 -2.228 1.461
H 2.010 -0.852 1.624
H 2.913 -1.370 3.043
H 5.690 0.937 0.999
H 5.454 2.124 0.058
C 4.430 5.878 -1.528
C 4.066 4.773 -0.571
C 3.280 3.597 -1.169
O 1.990 4.070 -1.455
C 1.268 3.305 -2.477
N 5.323 4.283 -0.022
H 3.519 6.355 -1.891
H 4.951 5.429 -2.373
H 5.028 6.668 -1.074
H 3.538 5.166 0.298
H 3.192 2.819 -0.411
H 3.867 3.297 -2.037
H 1.421 2.226 -2.455
H 1.514 3.542 -3.513
H 0.199 3.487 -2.362
H 5.942 5.039 0.236
H 5.892 3.827 -0.721
C 0.975 -5.806 -0.886
C 2.406 -6.203 -0.502
C 3.234 -5.043 0.112
O 4.528 -5.523 0.303
C 5.463 -4.579 0.849
N 2.235 -7.258 0.486
H 1.066 -5.065 -1.680
H 0.512 -5.213 -0.097
H 0.440 -6.665 -1.293
H 2.877 -6.694 -1.354
H 2.843 -4.784 1.096
H 3.132 -4.133 -0.479
H 6.386 -5.105 1.092
H 5.070 -4.043 1.713
H 5.794 -3.925 0.042
H 3.170 -7.500 0.784
H 1.974 -8.095 -0.015
C -3.531 1.553 -3.118
C -3.898 2.833 -2.329
C -4.966 3.704 -3.049
O -5.146 4.942 -2.332
C -6.049 5.928 -2.928
N -4.318 2.501 -0.978
H -3.494 1.748 -4.190
H -4.302 0.783 -3.163
H -2.685 1.011 -2.695
H -3.022 3.474 -2.229
H -5.913 3.174 -3.155
H -4.642 3.833 -4.081
H -6.304 6.675 -2.176
H -6.909 5.387 -3.322
H -5.551 6.587 -3.639
H -4.909 3.289 -0.757
H -5.017 1.790 -1.141
C 3.444 0.331 -4.933
C 2.988 -0.783 -3.960
O 3.901 -1.835 -4.014
C 3.579 -3.042 -3.577
O 2.475 -3.488 -3.198
O 4.750 -3.750 -3.512
C 4.766 -5.148 -3.151
H 4.516 0.526 -4.943
H 2.977 1.288 -4.704
H 3.054 0.098 -5.924
H 1.974 -1.116 -4.184
H 3.012 -0.506 -2.906
H 4.995 -5.323 -2.100
H 5.560 -5.645 -3.709
H 3.883 -5.736 -3.399
C -2.844 -4.177 3.752
C -1.812 -3.166 3.430
O -1.869 -2.038 4.276
C -1.022 -0.974 4.098
O -0.311 -0.797 3.115
O -1.097 -0.151 5.130
C -0.247 0.949 5.187
H -3.035 -4.924 2.982
H -3.822 -3.739 3.948
H -2.575 -4.821 4.590
H -1.958 -2.818 2.408
H -0.850 -3.678 3.450
H -0.723 1.767 5.728
H -0.081 1.336 4.182
H 0.697 0.648 5.641
C -0.644 -3.158 -3.368
Cl -1.857 -4.328 -2.670
Cl -1.550 -1.770 -4.041
H 0.002 -2.701 -2.618
H -0.079 -3.668 -4.148
C -0.570 -0.832 -0.270
Cl 0.865 -0.168 -1.031
Cl -0.493 -2.587 0.103
H -0.835 -0.303 0.646
H -1.438 -0.746 -0.923
```

Summary:
Spin multiplicity = 2
LUMO energy (alpha / beta) = -2.104 / -8.171 eV
Expectation value of S² = 0.76
Energy = -120239.1500 eV
Total charge = +1
HOMO energy (alpha / beta) = -10.698 / -10.695 eV
Orbital gap (alpha / beta) = 8.59 / 2.52 eV


# 6
Density functional theory data (ωB97M-V/def2-TZVPD) for C22H56BClNO7PSi2 as an isolated structure.

Structure (XYZ):
```
91
Properties=species:S:1:pos:R:3
C -0.578 -7.405 1.204
C -1.958 -6.968 0.585
C -1.673 -5.748 -0.369
O -0.632 -6.160 -1.231
C -0.341 -5.172 -2.213
Si 0.698 -3.705 -1.551
C 1.697 -4.395 -0.057
N 2.237 -5.746 -0.309
O 1.815 -3.086 -2.686
C 2.901 -2.346 -2.105
C 2.499 -1.214 -1.110
O 3.510 -0.196 -1.139
C 2.965 1.030 -0.632
C 4.046 1.814 0.198
O -0.384 -2.556 -0.891
Si -1.443 -1.818 -2.022
C -1.007 -2.049 -3.849
B -1.951 -1.165 -4.834
O -3.213 -1.677 -5.165
O -1.498 0.061 -5.371
P -1.649 0.316 -1.398
O -0.991 0.496 0.157
Cl -0.429 1.519 -2.639
H -0.717 -8.047 2.103
H 0.030 -7.999 0.491
H 0.036 -6.531 1.506
H -2.358 -7.792 -0.036
H -2.614 -6.686 1.429
H -2.610 -5.455 -0.900
H -1.403 -4.897 0.301
H 0.291 -5.678 -2.986
H -1.281 -4.877 -2.736
H 0.997 -4.426 0.815
H 2.529 -3.719 0.250
H 2.760 -6.079 0.488
H 2.766 -5.798 -1.169
H 3.662 -3.023 -1.652
H 3.428 -1.846 -2.951
H 1.528 -0.720 -1.354
H 2.458 -1.599 -0.062
H 2.556 1.641 -1.468
H 2.102 0.841 0.052
H 4.020 1.491 1.263
H 5.074 1.601 -0.168
H 3.874 2.907 0.185
H -2.781 -2.417 -1.813
H -1.045 -3.124 -4.150
H 0.034 -1.718 -4.088
H -3.523 -1.105 -5.878
H -0.612 -0.038 -5.722
H -0.546 -0.314 0.446
C 3.489 9.302 -0.309
C 2.297 8.361 -0.433
C 2.432 7.100 0.421
C 3.614 6.197 0.060
C 3.636 5.706 -1.388
C 2.432 4.842 -1.746
H 4.413 8.831 -0.650
H 3.333 10.195 -0.917
H 3.628 9.619 0.727
H 2.146 8.096 -1.483
H 1.395 8.896 -0.120
H 1.502 6.528 0.355
H 2.529 7.392 1.472
H 3.605 5.331 0.731
H 4.552 6.723 0.267
H 4.546 5.117 -1.540
H 3.699 6.552 -2.078
H 2.382 3.963 -1.100
H 2.510 4.496 -2.779
H 1.496 5.394 -1.651
C -3.550 1.740 2.117
C -3.444 0.255 2.442
C -4.746 -0.338 2.980
C -5.236 0.263 4.300
C -4.244 0.171 5.460
C -3.906 -1.264 5.850
H -3.785 2.335 3.002
H -2.604 2.106 1.716
H -4.327 1.917 1.369
H -2.628 0.091 3.153
H -3.166 -0.282 1.531
H -4.620 -1.420 3.095
H -5.532 -0.208 2.229
H -6.166 -0.241 4.586
H -5.501 1.313 4.147
H -4.680 0.675 6.328
H -3.325 0.712 5.220
H -4.807 -1.809 6.142
H -3.217 -1.274 6.697
H -3.429 -1.803 5.030
```

Summary:
Spin multiplicity = 1
LUMO energy = 0.109 eV
Energy = -77794.1903 eV
HOMO energy = -8.739 eV
Orbital gap = 8.85 eV


# 7
Density functional theory data (ωB97M-V/def2-TZVPD) for a 2-piece molecular cluster, C4H13NSi overall.

Structure (XYZ):
```
19
Properties=species:S:1:pos:R:3
C -1.551 -1.542 0.495
C 0.653 0.421 2.115
C 0.539 1.454 -2.011
C -0.891 -0.998 -0.749
N 0.482 1.014 0.803
Si 0.626 0.133 -0.646
H -2.086 -0.720 0.904
H -2.198 -2.332 0.076
H -0.733 -1.916 1.075
H 1.768 0.468 2.427
H 0.199 0.853 2.953
H 0.457 -0.684 2.165
H 0.929 2.433 -1.741
H 1.179 1.146 -2.802
H -0.500 1.492 -2.300
H -1.641 -0.700 -1.449
H -0.410 -1.941 -1.357
H 0.665 1.991 0.860
H 2.517 -0.572 -0.818
```

Summary:
Spin multiplicity = 1
LUMO energy = 1.073 eV
ΔE to the lowest compared entry with this formula, charge and spin = 195.0 kJ/mol
Energy = -13725.0945 eV
HOMO energy = -8.676 eV
Orbital gap = 9.75 eV


# 8
Density functional theory data (ωB97M-V/def2-TZVPD) for the molecule C25H29N3O.

Structure (XYZ):
```
58
Properties=species:S:1:pos:R:3
C 2.146 -1.600 6.344
C 2.081 -1.472 4.854
C 0.919 -1.029 4.237
C 0.835 -0.895 2.865
C 1.931 -1.211 2.067
C 1.902 -1.092 0.606
C 1.011 -0.204 -0.045
C 0.996 -0.133 -1.413
C 0.007 0.787 -2.065
O -0.056 1.970 -1.805
N -0.817 0.158 -2.936
C -1.966 0.795 -3.538
C -3.276 0.218 -3.000
C -3.463 0.599 -1.528
N -3.573 2.032 -1.396
C -4.911 2.575 -1.476
C -4.691 4.041 -1.124
C -3.623 3.979 -0.024
C -2.953 2.608 -0.212
C 1.915 -0.919 -2.156
C 2.045 -0.876 -3.558
C 2.970 -1.660 -4.192
C 3.805 -2.516 -3.457
C 3.718 -2.568 -2.095
C 2.780 -1.767 -1.408
N 2.745 -1.841 -0.068
C 3.093 -1.669 2.685
C 3.186 -1.800 4.059
C 4.457 -2.288 4.686
H 2.940 -0.972 6.748
H 1.204 -1.303 6.798
H 2.361 -2.628 6.632
H 0.060 -0.785 4.846
H -0.093 -0.567 2.422
H 0.349 0.428 0.527
H -0.742 -0.843 -3.036
H -1.915 0.675 -4.625
H -1.911 1.855 -3.281
H -3.277 -0.870 -3.103
H -4.102 0.617 -3.587
H -4.345 0.078 -1.116
H -2.586 0.263 -0.968
H -5.321 2.438 -2.479
H -5.598 2.097 -0.752
H -5.604 4.535 -0.797
H -4.301 4.565 -1.996
H -2.906 4.791 -0.120
H -4.081 4.046 0.963
H -1.878 2.690 -0.389
H -3.114 1.979 0.679
H 1.419 -0.202 -4.125
H 3.067 -1.619 -5.267
H 4.526 -3.127 -3.981
H 4.359 -3.206 -1.508
H 3.934 -1.920 2.057
H 4.279 -3.198 5.257
H 4.859 -1.541 5.370
H 5.203 -2.497 3.924
```

Summary:
SMILES = Cc1ccc(-c2cc(C(=O)NCCCN3CCCC3)c3ccccc3n2)cc1C
Spin multiplicity = 1
LUMO energy = -0.007 eV
ΔE to the lowest compared entry with this formula, charge and spin = 12.7 kJ/mol
Energy = -32914.8470 eV
HOMO energy = -8.299 eV
Orbital gap = 8.29 eV


# 9
Density functional theory data (ωB97M-V/def2-TZVPD) for an isolated ion of composition C4H10FN2O and charge +1.

Structure (XYZ):
```
18
Properties=species:S:1:pos:R:3
C 1.277 -0.562 -0.931
C 0.865 0.383 0.197
C 1.445 0.152 1.596
F 1.089 1.638 -0.289
C -0.971 0.425 0.292
N -1.288 1.515 0.970
N -1.798 -0.280 -0.435
O -3.127 -0.040 -0.330
H 0.902 -0.214 -1.840
H 1.059 -1.623 -0.753
H 2.339 -0.514 -0.920
H 2.566 0.002 1.543
H 1.379 1.100 2.104
H 0.953 -0.649 1.940
H -0.445 2.178 1.100
H -2.230 1.861 1.352
H -1.755 -1.297 -0.766
H -3.472 0.133 -1.191
```

Summary:
SMILES = CC(C)(F)/C(N)=[NH+]/O
Spin multiplicity = 1
LUMO energy = -3.317 eV
ΔE to the lowest compared entry with this formula, charge and spin = 44.4 kJ/mol
Energy = -12046.0935 eV
Total charge = +1
HOMO energy = -15.066 eV
Orbital gap = 11.75 eV


# 10
Density functional theory data (ωB97M-V/def2-TZVPD) for C4H6S2 as an isolated structure.

Structure (XYZ):
```
12
Properties=species:S:1:pos:R:3
C -1.972 -0.021 -0.032
C -0.636 0.594 -0.033
C 0.464 -0.178 -0.084
C 1.772 0.304 -0.076
H -1.909 -1.121 -0.042
H -2.658 0.404 -0.793
H -2.453 0.183 0.943
H -0.575 1.696 -0.080
H 0.214 -1.270 -0.147
H 2.406 -1.850 0.405
S 3.179 -0.682 -0.050
S 2.168 1.941 -0.010
```

Summary:
Spin multiplicity = 1
LUMO energy = -0.810 eV
ΔE to the lowest compared entry with this formula, charge and spin = 97.4 kJ/mol
Energy = -25914.2822 eV
HOMO energy = -8.421 eV
Orbital gap = 7.61 eV


# 11
Density functional theory data (ωB97M-V/def2-TZVPD) for the molecule C3H3N3O2.

Structure (XYZ):
```
11
Properties=species:S:1:pos:R:3
O -2.143 0.940 -0.027
C -2.179 -0.259 0.074
O -1.116 -1.112 -0.054
C 0.137 -0.441 -0.081
N 1.210 -1.114 -0.044
C 2.180 -0.193 0.051
N 1.724 1.036 0.049
N 0.385 0.865 -0.113
H -3.170 -0.789 0.194
H 3.234 -0.538 0.039
H -0.262 1.605 -0.087
```

Summary:
SMILES = O=COc1ncn[nH]1
Spin multiplicity = 1
LUMO energy = 0.758 eV
ΔE to the lowest compared entry with this formula, charge and spin = 176.6 kJ/mol
Energy = -11724.1266 eV
HOMO energy = -10.208 eV
Orbital gap = 10.97 eV


# 12
Density functional theory data (ωB97M-V/def2-TZVPD) for C5H8BrO2S as an isolated structure.

Structure (XYZ):
```
17
Properties=species:S:1:pos:R:3
C -0.570 -0.919 -1.555
C -1.143 -0.422 0.884
C 1.246 -1.087 0.365
C 0.354 1.665 -0.478
C -0.040 -0.515 -0.126
O -1.527 -0.261 -1.970
O 0.015 -1.894 -2.036
S 0.447 2.579 1.048
Br 2.003 1.795 -1.434
H -0.805 -0.016 1.843
H -1.543 -1.423 1.065
H -1.956 0.184 0.483
H 1.970 -1.158 -0.443
H 1.056 -2.099 0.737
H 1.655 -0.497 1.188
H -0.469 1.965 -1.116
H -0.693 2.103 1.546
```

Summary:
Spin multiplicity = 1
LUMO energy = 2.963 eV
ΔE to the lowest compared entry with this formula, charge and spin = 141.8 kJ/mol
Energy = -90287.6260 eV
Total charge = -1
HOMO energy = -4.217 eV
Orbital gap = 7.18 eV